This record from the Open Molecules 2025 dataset describes 2 unconnected molecules or ions with the total composition C39H61F4IN3O7S. The level of theory is wB97M-V/def2-TZVPD.

Results
maximum force	2.5	eV/Å
charge	+1
DFT total energy	-90033.6120	eV
highest occupied orbital energy	-10.5	eV
Kohn-Sham gap	7.99	eV
lowest unoccupied orbital energy	-2.50	eV

Element x y z (Å)
C (-5.847, -1.218, -0.729)
O (-6.102, -2.342, -1.561)
C (-6.029, -2.004, -2.936)
C (-4.995, -2.915, -3.636)
C (-4.450, -2.217, -4.908)
C (-2.929, -1.939, -4.809)
C (-2.572, -0.450, -4.876)
C (-2.837, 0.276, -3.542)
C (-1.849, 1.457, -3.284)
C (-0.925, 1.250, -2.070)
I (0.035, -0.673, -2.437)
C (0.247, 2.315, -1.979)
N (0.200, 3.163, -3.186)
C (0.986, 2.875, -4.065)
O (1.724, 2.595, -4.886)
C (0.341, 3.169, -0.674)
C (-0.403, 4.528, -0.887)
C (-1.864, 4.534, -1.252)
O (-2.787, 4.480, -0.525)
F (-2.085, 4.751, -2.555)
C (1.816, 3.633, -0.560)
F (1.963, 4.661, 0.292)
F (2.671, 2.653, -0.220)
F (2.261, 4.102, -1.751)
C (-0.106, 2.381, 0.579)
C (0.744, 1.071, 0.762)
C (0.125, 0.000, 1.652)
C (1.142, -0.494, 2.711)
C (0.450, -1.115, 3.915)
N (0.027, -2.502, 3.651)
C (-1.263, -2.624, 3.006)
C (-2.474, -1.854, 3.485)
O (-1.361, -3.357, 2.060)
C (0.070, 3.121, 1.906)
C (-1.026, 4.143, 2.265)
C (-1.907, 3.724, 3.418)
C (-3.272, 4.005, 3.331)
C (-4.155, 3.691, 4.359)
C (-3.677, 3.054, 5.504)
C (-2.318, 2.782, 5.601)
C (-1.435, 3.115, 4.580)
O (-1.510, 2.035, 0.554)
S (-2.064, 1.139, -0.635)
O (-2.120, -0.249, -0.282)
O (-3.348, 1.662, -0.972)
H (-4.801, -0.907, -0.757)
H (-6.459, -0.369, -1.046)
H (-6.162, -1.486, 0.275)
H (-5.675, -0.985, -3.077)
H (-6.990, -2.159, -3.429)
H (-5.440, -3.863, -3.929)
H (-4.222, -3.098, -2.896)
H (-4.611, -2.848, -5.777)
H (-4.983, -1.290, -5.113)
H (-2.468, -2.394, -3.934)
H (-2.455, -2.408, -5.673)
H (-3.215, 0.005, -5.628)
H (-1.537, -0.356, -5.205)
H (-2.910, -0.415, -2.706)
H (-3.823, 0.721, -3.650)
H (-1.261, 1.504, -4.190)
H (-2.467, 2.336, -3.145)
H (1.186, 1.772, -2.022)
H (-0.329, 5.163, -0.012)
H (0.106, 5.087, -1.665)
H (1.132, 0.692, -0.181)
H (1.624, 1.423, 1.292)
H (-0.166, -0.883, 1.094)
H (-0.740, 0.345, 2.214)
H (1.747, -1.284, 2.259)
H (1.790, 0.308, 3.065)
H (1.180, -1.165, 4.723)
H (-0.343, -0.456, 4.281)
H (-0.001, -2.959, 4.556)
H (-2.269, -1.209, 4.336)
H (-2.812, -1.219, 2.671)
H (-3.222, -2.578, 3.789)
H (1.079, 3.497, 2.024)
H (-0.001, 2.369, 2.689)
H (-1.659, 4.444, 1.441)
H (-0.515, 5.054, 2.594)
H (-3.667, 4.486, 2.446)
H (-5.207, 3.927, 4.304)
H (-4.376, 2.792, 6.282)
H (-1.959, 2.313, 6.508)
H (-0.374, 2.921, 4.684)
C (4.827, 0.390, 0.665)
C (4.291, -0.413, -0.518)
C (3.530, -1.692, -0.141)
C (4.082, -2.590, 0.956)
N (5.293, -3.458, 0.669)
C (4.916, -4.754, -0.013)
C (4.910, -4.437, -1.501)
C (5.955, -3.319, -1.674)
C (6.331, -2.877, -0.258)
C (5.924, -3.765, 1.993)
H (5.485, -0.199, 1.310)
H (5.409, 1.239, 0.309)
H (4.011, 0.777, 1.279)
H (5.108, -0.631, -1.209)
H (3.607, 0.219, -1.087)
H (3.306, -2.263, -1.043)
H (2.552, -1.370, 0.230)
H (3.302, -3.285, 1.265)
H (4.317, -1.994, 1.836)
H (5.695, -5.477, 0.223)
H (3.964, -5.111, 0.369)
H (3.926, -4.100, -1.820)
H (5.142, -5.317, -2.097)
H (5.552, -2.502, -2.270)
H (6.839, -3.676, -2.197)
H (6.415, -1.806, -0.101)
H (7.283, -3.325, 0.020)
H (5.183, -4.250, 2.625)
H (6.255, -2.831, 2.440)
H (6.774, -4.423, 1.835)

Atomic partial charges in e from the Löwdin method, atoms 1 to 8: -0.094 -0.184 -0.232 -0.154 -0.181 -0.210 -0.230 -0.239